Computed, not measured: an isolated molecule of C4H10NO2 in a non-equilibrium geometry, with ωB97M-V/def2-TZVPD.

Last column: Löwdin charge in e.
Geometry (Å):
C: 0.742756 1.463771 0.438518  -0.0921
C: -0.550736 0.737343 0.795619  -0.3790
C: -0.762232 -0.605813 0.078011  -0.0881
C: 0.481455 -1.203090 -0.585639  -0.5245
O: 1.360864 -1.491426 0.425381  0.0625
O: 0.763526 -1.364279 -1.730032  0.1331
N: -1.703879 1.666476 0.393038  0.0475
H: 1.078664 2.234687 1.127859  0.0788
H: 1.605015 0.828725 0.572487  0.0656
H: 0.765369 1.790675 -0.605719  0.0887
H: -0.533306 0.587815 1.868317  0.1131
H: -0.911127 -1.368853 0.824437  0.1112
H: -1.592339 -0.728177 -0.618804  0.1096
H: 2.254292 -1.640956 0.066893  0.1337
H: -2.411178 1.605801 1.188761  0.0308
H: -1.369313 2.645276 0.330928  0.0514
H: -2.144364 1.478797 -0.543522  0.0576

Force components x, y, z for each atom (eV/Å):
C 0.910 -0.317 -0.297
C 0.573 0.768 -1.391
C 0.559 -1.536 -0.552
C 0.758 0.925 1.002
O 0.205 -0.086 -0.020
O -0.376 -0.040 -0.473
N 0.412 -0.267 0.962
H -0.974 0.666 -0.053
H 0.076 -0.815 -0.229
H -0.071 0.198 0.280
H -0.604 0.099 0.033
H -0.573 -0.192 0.626
H 0.089 0.657 0.085
H -0.453 -0.178 -0.152
H -0.449 0.275 -0.318
H -0.119 0.135 0.280
H 0.037 -0.292 0.217

The value obtained for the HOMO-LUMO gap (alpha / beta) is 4.260 / 11.446 eV. The calculation puts the energy relative to the best compared isomer or geometry (same formula, charge and spin) at 39.9 kcal per mole. As for the expectation value of S²: 0.751. The max |F| is 1.73 eV Å⁻¹. Its multiplicity is 2. The charge is 0.